one | # C4H6N2O2

One molecule with the formula C4H6N2O2 (ωB97M-V/def2-TZVPD, the OMol25 dataset).

CARTESIAN COORDINATES (ANGSTROEM)
1 C -0.65713 -0.69668 -0.64482
2 C 0.12746 0.41226 -0.30080
3 C 0.08353 1.49014 -1.39274
4 C 1.23846 0.22435 0.57873
5 H -0.43531 -1.71130 0.97132
6 H -1.96238 -2.13800 -0.03839
7 H -1.34802 -0.60569 -1.61822
8 H 0.56337 2.70801 -1.21955
9 H 2.22979 0.76639 0.28661
10 H -0.47466 0.30714 1.68133
11 N -0.92043 -1.78305 0.10631
12 N 1.34076 -0.43041 1.70216
13 O -0.68110 1.51543 -2.38971
14 O -0.10252 -0.56702 2.11914

## Properties
Orbital gap ... 9.19 eV
SMILES ... N/C=C(C=O)\C=N/O

two | # C4H6N2O2

A 2-piece molecular cluster, C4H6N2O2 overall (ωB97M-V/def2-TZVPD, the OMol25 dataset).

CARTESIAN COORDINATES (ANGSTROEM)
1 C -2.16776 0.41259 0.00409
2 C -0.81907 1.03169 -0.13655
3 C 0.50734 0.33734 -0.26475
4 C 2.58725 0.02545 0.08443
5 H -3.30667 -1.49024 0.57065
6 H -1.31704 -1.44075 -0.95379
7 H -2.97246 1.01299 0.54834
8 H -0.82114 2.09490 0.35305
9 H 3.47773 -0.00046 -0.45690
10 H 2.82838 0.32983 1.19235
11 N -2.17079 -1.03399 -0.34042
12 N 0.45415 -0.97326 -0.05116
13 O 2.06385 -1.21751 -0.05899
14 O 1.65621 0.91142 -0.49034

## Properties
Orbital gap ... 7.50 eV

Least stable of them? two.

one | # C4H6N2O2

One molecule with the formula C4H6N2O2 (ωB97M-V/def2-TZVPD, the OMol25 dataset).

CARTESIAN COORDINATES (ANGSTROEM)
1 C 1.11050 0.40561 0.31461
2 C -0.50597 -0.27719 -1.33214
3 C -0.21414 -0.34210 0.09849
4 C -1.06486 -0.16794 1.28476
5 H 1.53387 2.09179 -0.83855
6 H -1.65356 -0.64355 -1.50176
7 H 0.39291 -1.00066 -1.97933
8 H -0.56948 0.42339 2.16157
9 H -2.08872 0.20260 1.00054
10 H 0.33817 -1.73030 1.39733
11 N 1.35338 0.91889 -1.07753
12 N -0.47176 -1.32985 0.91037
13 O 1.92581 0.43099 1.20081
14 O -0.08616 1.01832 -1.63918

## Properties
Orbital gap ... 10.27 eV
SMILES ... O=C1NOC[C@]12CN2

two | # C4H6N2O2

C4H6N2O2 as an isolated structure (ωB97M-V/def2-TZVPD, the OMol25 dataset).

CARTESIAN COORDINATES (ANGSTROEM)
1 C 0.44009 -0.61938 -0.17240
2 C 1.13629 0.02684 1.08165
3 C 1.26148 0.67007 -0.17949
4 C -1.00923 -0.16310 0.07146
5 H -0.23652 -2.20926 -1.02162
6 H 2.10799 -0.31318 1.45415
7 H 0.56770 0.24374 1.99607
8 H 2.03748 0.91722 -0.81422
9 H -1.79399 1.98691 -0.05599
10 H -2.92553 -0.58190 0.13106
11 N -0.93431 1.16457 -0.36441
12 N -1.99588 -0.92269 0.26556
13 O 0.85196 -1.90228 -0.56247
14 O 0.37084 1.74936 -0.16313

## Properties
Orbital gap ... 9.57 eV

three | # C4H6N2O2

One molecule with the formula C4H6N2O2 (ωB97M-V/def2-TZVPD, the OMol25 dataset).

CARTESIAN COORDINATES (ANGSTROEM)
1 C 1.42597 -0.10845 -0.02902
2 C 0.15160 -0.78802 0.05012
3 C 0.12120 -2.08841 0.15681
4 C -1.29117 -0.12007 -0.14395
5 H 0.41897 1.78216 0.60925
6 H 2.10716 1.88177 0.31633
7 H 1.05854 -2.51805 -0.08974
8 H -0.84970 -2.55989 0.16407
9 H -0.83094 1.89747 -0.47874
10 H -2.42970 1.66221 -0.35137
11 N 1.29306 1.25894 0.26214
12 N -1.63104 1.25986 -0.14690
13 O 2.56270 -0.54267 -0.33368
14 O -2.10665 -1.01684 0.01469

## Properties
Orbital gap ... 10.07 eV
SMILES ... C=C(C(N)=O)C(N)=O

four | # C4H6N2O2

One molecule with the formula C4H6N2O2 (ωB97M-V/def2-TZVPD, the OMol25 dataset).

CARTESIAN COORDINATES (ANGSTROEM)
1 C 0.82000 -0.77697 -0.04092
2 C -0.09841 0.66458 -0.26560
3 N 2.17116 -0.35503 -0.03285
4 C -2.67693 0.62833 0.24784
5 O 0.62481 -1.80703 0.86807
6 O 0.58008 1.77103 -0.67824
7 N -0.02678 -0.62135 -1.06536
8 C -1.40028 0.62001 0.02574
9 H -0.28641 -2.11069 0.76514
10 H 1.43404 1.83150 -0.21428
11 H 2.59063 -0.35702 -0.95224
12 H 2.72857 -0.82420 0.66736
13 H -3.39136 0.36261 -0.52338
14 H -3.06911 0.97422 1.19873

## Properties
Orbital gap ... 8.95 eV

Least stable of them? two.

one | # C5H14N2O

One molecule with the formula C5H14N2O (ωB97M-V/def2-TZVPD, the OMol25 dataset).

CARTESIAN COORDINATES (ANGSTROEM)
1 C 0.51095 0.54577 0.01020
2 C -0.22656 -0.73006 0.55212
3 C -1.73932 -0.77328 0.25913
4 C 0.22825 0.81790 -1.47728
5 C 0.10497 1.77852 0.83517
6 N 1.97341 0.35525 0.16245
7 N 0.37895 -2.00227 0.06949
8 O -2.30833 -1.92618 0.88361
9 H -1.60532 -2.60777 0.82426
10 H -0.10418 -0.76257 1.64367
11 H 2.45115 1.25066 0.05554
12 H 2.32423 -0.23143 -0.59395
13 H 1.36630 -1.95670 0.33887
14 H 0.37788 -2.00730 -0.94936
15 H -1.94265 -0.85095 -0.81368
16 H -2.25498 0.10761 0.64992
17 H 0.80579 1.67769 -1.83856
18 H -0.95059 2.02960 0.68684
19 H 0.48807 -0.03960 -2.10742
20 H -0.82808 1.05160 -1.64810
21 H 0.26210 1.61099 1.90697
22 H 0.68795 2.66248 0.55009

## Properties
Orbital gap ... 10.37 eV
SMILES ... CC(C)(N)[C@H](N)CO

two | # C5H14N2O

One molecule with the formula C5H14N2O (ωB97M-V/def2-TZVPD, the OMol25 dataset).

CARTESIAN COORDINATES (ANGSTROEM)
1 C -0.33622 0.77668 0.03243
2 N -0.46438 1.61791 -1.13125
3 C 0.43782 2.71327 -1.42599
4 N 1.82042 2.45369 -1.09001
5 C -0.41804 -0.72438 -0.29572
6 C 0.38134 -1.65065 0.62857
7 C -0.48798 -2.27876 1.72265
8 O -1.14701 -3.39469 1.12688
9 H -1.12181 0.98649 0.78240
10 H 0.50681 0.96845 0.69329
11 H -1.40349 1.65747 -1.48572
12 H 0.44897 2.83133 -2.51611
13 H 0.13462 3.69759 -1.05293
14 H 2.11692 1.64595 -1.62153
15 H 1.96015 2.30011 -0.10198
16 H -1.45872 -1.03985 -0.25374
17 H -0.37252 -0.87527 -1.37527
18 H 1.26848 -1.12053 0.97011
19 H 0.67203 -2.48645 0.00248
20 H 0.04979 -2.47560 2.65373
21 H -1.27318 -1.54037 1.93547
22 H -1.31398 -4.06239 1.80224

## Properties
Orbital gap ... 9.17 eV
SMILES ... NCNCCCCO

Least stable of them? two.

one | # C5H14N2O

A 2-piece molecular cluster, C5H14N2O overall (ωB97M-V/def2-TZVPD, the OMol25 dataset).

CARTESIAN COORDINATES (ANGSTROEM)
1 C 0.98098 -0.68395 0.16086
2 C 1.36920 0.55986 0.52980
3 C -1.97630 1.55987 -0.37232
4 C 0.70683 -1.09933 -1.25345
5 C 0.93695 -1.78873 1.17408
6 N -1.71116 0.56217 0.64592
7 N 1.56354 1.64615 -0.34284
8 O -2.26567 -0.71047 0.30830
9 H -3.23052 -0.67467 0.33959
10 H 2.14184 2.38178 0.03667
11 H 1.85870 1.39236 -1.27617
12 H 1.72755 0.72412 1.54063
13 H -0.67405 0.56863 0.94180
14 H -3.04289 1.79258 -0.38434
15 H -1.42222 2.45411 -0.09360
16 H -1.65315 1.25167 -1.37334
17 H 1.04511 -1.40661 2.18696
18 H 1.01583 -0.35357 -1.98330
19 H -0.35625 -1.29817 -1.39454
20 H 1.24128 -2.02395 -1.47671
21 H 1.73973 -2.50549 0.98827
22 H 0.00464 -2.34837 1.09774

## Properties
Orbital gap ... 8.52 eV
SMILES ... CC(C)=CN.CNO

two | # C5H14N2O

One molecule with the formula C5H14N2O (ωB97M-V/def2-TZVPD, the OMol25 dataset).

CARTESIAN COORDINATES (ANGSTROEM)
1 N 1.50494 0.56624 2.38260
2 C 0.79919 -0.36733 1.37351
3 C 1.40117 -1.77348 1.22003
4 C 0.91967 0.34422 -0.00487
5 N -0.22478 -0.10437 -0.82057
6 C -0.77309 0.80491 -1.76965
7 C -2.38150 0.55044 -1.63700
8 O -2.86394 0.67216 -0.28926
9 H -2.45121 0.05607 0.21723
10 H 2.30277 0.79908 1.93177
11 H 0.89659 1.44714 2.35920
12 H -0.27245 -0.50934 1.51082
13 H 0.81499 -2.76326 0.86903
14 H 1.74121 -2.33963 2.17963
15 H 2.47367 -1.65584 0.62653
16 H 0.69986 1.39673 0.00282
17 H 2.00677 0.25438 -0.51925
18 H -0.11488 -1.02877 -1.19721
19 H -0.45108 0.73399 -2.76569
20 H -0.49866 1.84537 -1.43921
21 H -3.02526 1.38605 -2.05193
22 H -2.50397 -0.31475 -2.17854

## Properties
Orbital gap ... 9.80 eV
SMILES ... C[C@@H](N)CNCCO

three | # C5H14N2O

C5H14N2O as an isolated structure (ωB97M-V/def2-TZVPD, the OMol25 dataset).

CARTESIAN COORDINATES (ANGSTROEM)
1 C -0.09896 -0.37189 0.18659
2 C 2.02722 -0.77641 0.28143
3 C 0.61505 0.77161 -0.20937
4 C -0.60432 -1.34631 -0.83547
5 C -0.55754 -0.55713 1.60113
6 N -1.16837 1.60054 -0.39772
7 N -1.70484 1.51897 -1.71440
8 O 2.50676 -0.56614 1.57814
9 H 2.79535 0.34951 1.66590
10 H -1.68832 2.22892 0.22484
11 H -1.57493 2.38516 -2.23611
12 H -2.70526 1.32289 -1.70531
13 H 2.71736 -0.45221 -0.50107
14 H 1.81957 -1.83688 0.16335
15 H 1.00514 1.45415 0.53384
16 H 0.88786 0.89744 -1.24802
17 H -0.57356 -2.36829 -0.44568
18 H -0.03467 -1.29248 -1.76302
19 H -1.64210 -1.10849 -1.07375
20 H -0.42805 0.34630 2.19539
21 H -1.61025 -0.84224 1.61898
22 H 0.01684 -1.35702 2.08032

## Properties
Orbital gap ... 7.46 eV

Least stable of them? three.

one | # C5H14N2O

A 2-piece molecular cluster, C5H14N2O overall (ωB97M-V/def2-TZVPD, the OMol25 dataset).

CARTESIAN COORDINATES (ANGSTROEM)
1 C 1.12734 2.02885 -0.58532
2 C 1.46319 0.69771 0.18717
3 C 0.67298 0.31612 1.42285
4 C -0.81766 0.18278 1.23580
5 N -1.14147 -0.70053 0.10847
6 C -2.55277 -0.54652 -0.13303
7 N -3.36079 -1.50921 -0.05545
8 H 0.71932 2.76778 0.09910
9 H 2.00683 2.22762 -1.20749
10 H 0.39593 1.89453 -1.39027
11 H 2.45427 1.05050 0.49462
12 H 1.44472 -0.10365 -0.53455
13 H 0.82491 1.04057 2.24847
14 H 1.23418 -0.49406 1.91653
15 H -1.44147 -0.12141 2.07966
16 H -1.11876 1.24729 1.08692
17 H -0.44470 -0.84327 -0.60505
18 H -2.93703 0.46395 -0.17229
19 H -2.95313 -2.42428 -0.14241
20 H 1.62453 -3.03848 -1.52575
21 H 1.59153 -1.90556 -2.66185
22 O 1.20804 -2.23074 -1.86613

## Properties
Orbital gap ... 9.26 eV
SMILES ... [H]/N=C\NCCCC.O

two | # C5H14N2O

A 2-piece molecular cluster, C5H14N2O overall (ωB97M-V/def2-TZVPD, the OMol25 dataset).

CARTESIAN COORDINATES (ANGSTROEM)
1 C 1.93976 -0.61714 1.05570
2 O 1.59645 1.89685 -0.30340
3 C 1.00687 -0.76108 -0.12725
4 C -0.17523 0.13845 -0.21669
5 C -1.31825 -0.26499 0.76606
6 C -2.60154 -0.25632 -0.08749
7 N -2.60447 1.04364 -0.65342
8 N 1.67886 -0.46008 -1.46905
9 H 2.50340 0.29971 0.89971
10 H 2.59268 -1.45749 1.21196
11 H 1.32229 -0.54239 1.94350
12 H 0.50112 -1.75072 -0.06905
13 H -0.02480 1.22953 0.05066
14 H -0.50735 0.12728 -1.26037
15 H -1.05246 -1.21746 1.23732
16 H -1.45955 0.44389 1.62387
17 H -3.54596 -0.48255 0.41952
18 H -2.45474 -1.01566 -0.88420
19 H -3.55808 1.40691 -0.56184
20 H 1.92601 2.76475 -0.57126
21 H 2.42646 -1.08544 -1.72140
22 H 1.80851 0.56029 -1.28288

## Properties
Orbital gap ... 3.77 eV

three | # C5H14N2O

One molecule with the formula C5H14N2O (ωB97M-V/def2-TZVPD, the OMol25 dataset).

CARTESIAN COORDINATES (ANGSTROEM)
1 C 0.78582 0.45656 -0.15808
2 C -1.36930 -0.69677 0.91601
3 C 0.16191 -0.62444 0.75395
4 C -2.08828 -1.32441 -0.26966
5 C 2.31579 0.32771 -0.12406
6 N 0.37996 1.77871 0.24613
7 N 0.32489 0.40930 -1.51786
8 O -1.96461 0.56254 1.21126
9 H -1.23408 1.18666 1.39789
10 H -1.56831 -1.33473 1.78579
11 H -0.48900 1.95103 -0.26950
12 H 1.02858 2.46536 -0.13252
13 H 0.88865 1.02593 -2.09841
14 H 0.46179 -0.52652 -1.89622
15 H 0.56862 -0.46268 1.76374
16 H 0.52302 -1.61496 0.44506
17 H -1.65735 -2.29777 -0.52490
18 H -2.06569 -0.68034 -1.15245
19 H -3.14724 -1.47303 -0.02987
20 H 2.63602 -0.64404 -0.51931
21 H 2.70019 0.41447 0.89881
22 H 2.80862 1.10144 -0.72581

## Properties
Orbital gap ... 10.14 eV
SMILES ... C[C@H](O)CC(C)(N)N

Least stable of them? two.